1.
{
  "formula": "C2HBr2N2",
  "method": "wB97M-V/def2-TZVPD",
  "e_above_lowest_ev": 0.2035,
  "homo_lumo_gap_ev": 8.791,
  "total_charge": 1,
  "e_tot_ha": -5333.9917,
  "symbols": ["C", "C", "N", "N", "Br", "Br", "H"],
  "positions_angstrom": [[0.5672, 0.2036, -0.0203], [-0.7393, 0.5630, 0.1712], [1.3616, -2.1060, -0.1094], [0.9102, -1.0836, -0.0699], [-1.2607, 2.3208, 0.1830], [-2.1714, -0.7238, 0.0529], [1.3323, 0.8260, -0.2076]]
}

2.
{
  "formula": "C2HBr4F",
  "method": "wB97M-V/def2-TZVPD",
  "e_above_lowest_ev": 0.5249,
  "homo_lumo_gap_ev": 8.158,
  "total_charge": 0,
  "e_tot_ha": -10472.6732,
  "smiles": "FC=C(Br)Br.BrBr",
  "symbols": ["C", "C", "F", "Br", "Br", "Br", "Br", "H"],
  "positions_angstrom": [[1.4497, -0.3547, -1.1160], [0.4821, 0.2483, -0.4994], [2.4739, -1.0362, -0.5730], [-3.0196, 1.0348, 1.7222], [0.4775, 0.3284, 1.3653], [-1.0017, 0.9352, -1.5118], [-2.3028, -0.8123, 2.8326], [1.4409, -0.3436, -2.2200]]
}

3.
{
  "formula": "C2HBr4F",
  "method": "wB97M-V/def2-TZVPD",
  "e_above_lowest_ev": 1.1123,
  "homo_lumo_gap_ev": [8.081, 8.081],
  "total_charge": 0,
  "e_tot_ha": -10472.6516,
  "symbols": ["C", "C", "F", "Br", "Br", "Br", "Br", "H"],
  "positions_angstrom": [[-0.1003, -0.7816, 0.0188], [0.3473, 0.6259, -0.1591], [-0.4441, -1.4416, -1.0506], [-2.3433, -0.6202, 1.2585], [-0.8845, 1.6427, -1.2995], [0.5829, 1.3547, 1.6238], [2.1219, 0.3811, -1.0194], [0.7200, -1.1610, 0.6275]]
}

4.
{
  "formula": "C2HBrCl3NO2",
  "method": "wB97M-V/def2-TZVPD",
  "e_above_lowest_ev": 0.9611,
  "homo_lumo_gap_ev": 8.991,
  "total_charge": 0,
  "e_tot_ha": -4236.4756,
  "smiles": "O=[N+]([O-])C(Br)=C(Cl)Cl.Cl",
  "symbols": ["C", "C", "N", "O", "O", "Cl", "Cl", "Cl", "Br", "H"],
  "positions_angstrom": [[-0.3290, -0.4561, -0.1771], [-0.3371, -1.1303, 0.9743], [-0.8829, 0.8487, -0.3079], [-0.6857, 1.3097, -1.4121], [-1.4404, 1.2517, 0.6550], [2.5096, 1.5994, -0.3339], [-0.3716, -0.4268, 2.5752], [0.0808, -2.7391, 0.8307], [0.0319, -1.2241, -1.8546], [1.4244, 0.9668, -0.9497]]
}

5.
{
  "formula": "C2HBrClF2NO2",
  "method": "wB97M-V/def2-TZVPD",
  "e_above_lowest_ev": 1.8900,
  "homo_lumo_gap_ev": 8.775,
  "total_charge": 0,
  "e_tot_ha": -3515.7701,
  "smiles": "[O-][N+](O[C@@H](Cl)Br)=C(F)F",
  "symbols": ["C", "C", "N", "O", "O", "F", "F", "Cl", "Br", "H"],
  "positions_angstrom": [[0.6859, 0.9476, 1.1662], [-1.1529, -0.7740, -1.5000], [-0.1891, -0.6624, -0.7146], [-0.1146, 0.7839, 0.1202], [0.6471, -1.4775, -0.2996], [-2.0392, 0.2969, -1.4144], [-1.2996, -1.5907, -2.3951], [0.0608, 0.1253, 2.7263], [2.5894, 0.4332, 0.7378], [0.8122, 1.9176, 1.5732]]
}

6.
{
  "formula": "C2HBrClF3",
  "method": "wB97M-V/def2-TZVPD",
  "e_above_lowest_ev": 3.2958,
  "homo_lumo_gap_ev": 9.060,
  "total_charge": 0,
  "e_tot_ha": -3410.4900,
  "symbols": ["C", "C", "F", "F", "F", "Cl", "Br", "H"],
  "positions_angstrom": [[-0.3470, 1.7433, -0.6879], [0.4877, -1.1446, 0.7938], [-0.1686, 2.2322, -1.9525], [0.4790, -2.4669, 0.9514], [-0.6678, -0.6566, 1.1108], [-1.9524, 1.6458, -0.3939], [0.9239, -0.6640, -1.1067], [1.2453, -0.6892, 1.2850]]
}

7.
{
  "formula": "C2HBrClN",
  "method": "wB97M-V/def2-TZVPD",
  "e_above_lowest_ev": 2.9237,
  "homo_lumo_gap_ev": [6.781, 6.526],
  "total_charge": 0,
  "e_tot_ha": -3165.5845,
  "symbols": ["C", "C", "N", "Cl", "Br", "H"],
  "positions_angstrom": [[1.0940, 1.4421, 0.1874], [-0.8039, -0.6462, -0.0271], [2.0883, 1.9972, 0.1318], [-0.4977, -1.2562, -1.6019], [-0.3665, -1.6813, 1.4867], [-1.5141, 0.1445, -0.1768]]
}

8.
{
  "formula": "C2HBrClNO2",
  "method": "wB97M-V/def2-TZVPD",
  "e_above_lowest_ev": 5.1294,
  "homo_lumo_gap_ev": 9.780,
  "total_charge": 0,
  "e_tot_ha": -3315.9980,
  "symbols": ["C", "C", "N", "O", "O", "Cl", "Br", "H"],
  "positions_angstrom": [[1.3668, -0.9518, -0.2428], [0.3885, -1.3308, 0.3491], [-0.5796, 1.2468, -0.1088], [-0.0301, 1.7508, -1.0177], [-0.2529, 0.9985, 1.0152], [-0.6538, -2.4982, 0.6872], [-2.2857, 0.8968, -0.3760], [2.0468, -0.1121, -0.3063]]
}

9.
{
  "formula": "C2HBrI2",
  "method": "wB97M-V/def2-TZVPD",
  "e_above_lowest_ev": 6.1044,
  "homo_lumo_gap_ev": [6.736, 6.634],
  "total_charge": 0,
  "e_tot_ha": -3245.9510,
  "symbols": ["C", "C", "Br", "I", "I", "H"],
  "positions_angstrom": [[-0.1937, -1.3495, 0.0583], [0.0607, 1.2267, -0.0686], [-1.5147, -1.8419, 1.2470], [2.0584, 1.7681, -0.1169], [-1.2091, 1.8037, -1.6135], [0.7985, -1.6070, 0.4936]]
}

10.
{
  "formula": "C2HBrI2O",
  "method": "wB97M-V/def2-TZVPD",
  "s2": 2.01,
  "spin_multiplicity": 3,
  "homo_lumo_gap_ev": [7.230, 5.687],
  "total_charge": 0,
  "e_tot_ha": -3321.2953,
  "symbols": ["C", "C", "O", "Br", "I", "I", "H"],
  "positions_angstrom": [[-1.1036, -0.5432, -0.8052], [-0.4067, -1.8891, 2.0503], [-0.7900, -0.8708, -1.8143], [-2.4093, -1.8508, 1.8526], [0.3039, -3.8499, 1.9490], [0.0621, -0.9760, 4.0687], [-0.0347, -1.5192, 1.0899]]
}

11.
{
  "formula": "C2HCl2F",
  "method": "wB97M-V/def2-TZVPD",
  "e_above_lowest_ev": 5.5781,
  "homo_lumo_gap_ev": 7.381,
  "total_charge": 0,
  "e_tot_ha": -1096.8246,
  "symbols": ["C", "C", "F", "Cl", "Cl", "H"],
  "positions_angstrom": [[0.3745, -0.1418, -0.3995], [-0.6512, -0.1501, 0.3916], [0.3620, 0.1240, -1.6787], [-0.4207, -0.3767, 2.0436], [-2.2992, 0.3087, -0.1965], [2.6346, 0.2360, -0.1605]]
}

12.
{
  "formula": "C2HCl2N",
  "method": "wB97M-V/def2-TZVPD",
  "e_above_lowest_ev": 5.7683,
  "homo_lumo_gap_ev": [8.725, 8.609],
  "total_charge": 0,
  "e_tot_ha": -1051.7136,
  "symbols": ["C", "C", "N", "Cl", "Cl", "H"],
  "positions_angstrom": [[-0.4527, -1.4467, -0.4411], [-1.0941, -0.6854, 0.2194], [1.5287, 1.1399, -0.2349], [1.8954, 2.2681, 0.7985], [-2.0067, 0.4514, 0.9323], [0.1294, -1.7274, -1.2742]]
}